No. 1
DFT (ωB97M-V/def2-TZVPD) results for a structure of composition C23H41N2P3SSc at a distorted geometry.

Values from the calculation:
HOMO level: -14.40 eV
charge: +3
ΔE to the lowest compared entry with this formula, charge and spin: 8.3 kcal per mole
DFT total energy: -3192.502260 Ha

Each line ends with the Mulliken charge.
Positions of all 71 atoms, in Å:
Sc (0.0604, 0.0817, -0.1384)  -0.807
P (1.2897, -1.7504, 1.3613)  0.941
P (-1.1385, 0.7443, 2.2047)  1.021
P (1.7121, -0.3279, -2.1074)  1.411
H (0.7636, 2.6927, 1.0215)  0.289
C (0.7920, 2.3573, -0.0306)  -0.371
C (-0.3573, 2.2877, -0.8177)  -0.382
H (-1.3378, 2.5840, -0.4262)  0.398
C (2.7542, -1.1243, 2.2632)  -1.177
C (0.3687, -2.6134, 2.6928)  -1.152
C (1.9704, -3.1971, 0.4599)  -1.253
C (-2.1270, 2.2854, 2.1437)  -1.287
C (-2.4000, -0.3677, 2.9232)  -1.274
C (-0.1035, 1.1068, 3.6735)  -1.237
C (1.6475, 0.9415, -3.4359)  -1.352
C (1.6479, -1.8686, -3.0767)  -1.294
C (3.4729, -0.3224, -1.5249)  -1.034
H (1.8006, 2.4141, -0.4742)  0.273
H (-0.3066, 2.2396, -1.9146)  0.318
H (3.2290, -1.9423, 2.8174)  0.450
H (2.4477, -0.3399, 2.9628)  0.351
H (3.4708, -0.7000, 1.5527)  0.344
H (0.9989, -3.4129, 3.0990)  0.562
H (-0.5466, -3.0624, 2.2911)  0.352
H (0.0944, -1.9242, 3.4970)  0.340
H (2.3805, -3.9084, 1.1851)  0.553
H (2.7542, -2.9026, -0.2431)  0.346
H (1.1719, -3.6948, -0.1019)  0.367
H (-2.4300, 2.5373, 3.1698)  0.478
H (-3.0163, 2.1348, 1.5204)  0.341
H (-1.5419, 3.1059, 1.7134)  0.421
H (-2.5686, -0.0778, 3.9673)  0.502
H (-2.0802, -1.4114, 2.8802)  0.221
H (-3.3327, -0.2912, 2.3590)  0.407
H (-0.7393, 1.5720, 4.4372)  0.519
H (0.6965, 1.8021, 3.3922)  0.357
H (0.3554, 0.1938, 4.0679)  0.346
H (2.4251, 0.7814, -4.1944)  0.458
H (1.7718, 1.9533, -3.0253)  0.275
H (0.6638, 0.8833, -3.9194)  0.464
H (2.4587, -1.9369, -3.8092)  0.465
H (0.6923, -1.8976, -3.6090)  0.431
H (1.6983, -2.7335, -2.4102)  0.323
H (4.1806, -0.3990, -2.3667)  0.684
H (3.6565, -1.1532, -0.8278)  0.165
H (3.6646, 0.6139, -0.9774)  -0.219
C (5.2337, 4.1526, -2.7526)  0.653
C (6.5647, 4.3302, -2.3394)  -0.305
C (7.1144, 5.6175, -2.2710)  -0.542
C (6.3659, 6.7262, -2.6957)  -0.401
C (5.0983, 6.5297, -3.2639)  -0.556
C (4.5651, 5.2482, -3.3404)  -0.461
S (4.3756, 2.6533, -2.6962)  -0.257
H (4.7546, 1.9316, -1.5763)  0.191
H (7.1518, 3.4517, -2.0846)  0.387
H (8.1243, 5.7746, -1.8862)  0.364
H (6.7693, 7.7380, -2.5978)  0.388
H (4.5243, 7.3775, -3.6432)  0.363
H (3.6173, 5.0715, -3.8345)  0.339
N (-6.3655, -3.3420, 1.0067)  -0.274
C (-5.3907, -2.8660, 0.5804)  -0.427
C (-4.1648, -2.2565, 0.1275)  0.882
C (-4.1363, -0.9144, -0.2746)  -0.661
C (-2.9014, -0.3409, -0.5454)  -0.384
N (-1.7599, -1.0741, -0.4917)  0.197
C (-1.7915, -2.4033, -0.2078)  -0.486
C (-2.9885, -3.0272, 0.1184)  -0.618
H (-5.0462, -0.3263, -0.3367)  0.546
H (-2.8071, 0.7130, -0.8276)  0.594
H (-0.8452, -2.9461, -0.2662)  0.620
H (-2.9877, -4.0985, 0.4000)  0.513

Force components x, y, z for each atom (eV/Å):
-1.2 -2.4 0.6
0.9 -1.0 0.8
-0.6 0.4 1.4
2.0 -0.2 -1.6
-0.3 -0.5 -0.4
-1.6 2.2 -1.4
2.1 2.2 0.9
0.3 -0.5 0.2
-0.1 0.3 -0.2
-0.4 0.2 -0.2
-0.2 0.1 -0.3
0.1 0.1 -0.4
0.1 -0.4 -0.3
0.4 0.0 -0.3
-0.5 0.3 0.3
-0.6 -0.3 0.2
-0.3 0.2 0.4
-0.3 -0.6 -0.1
0.2 -0.4 0.3
-0.1 0.1 -0.1
0.1 -0.1 -0.1
0.0 -0.1 0.2
0.0 0.2 -0.1
0.2 0.0 0.1
0.1 -0.2 -0.1
0.0 0.2 -0.1
-0.1 -0.1 0.2
0.2 -0.1 0.1
0.0 0.0 -0.4
0.1 0.1 0.2
-0.2 0.0 0.3
0.0 -0.1 -0.2
-0.1 0.1 0.2
0.1 0.1 0.2
0.2 -0.2 -0.1
-0.1 -0.1 0.2
-0.1 0.2 0.0
-0.1 -0.1 0.3
0.1 -0.3 -0.1
0.2 -0.1 0.0
0.0 0.2 0.2
0.1 -0.1 0.0
0.0 0.0 -0.2
-0.4 0.1 0.2
-0.1 0.2 -0.3
-0.1 -0.4 -0.2
1.3 1.9 -0.2
-0.3 0.0 0.2
-0.4 0.2 -0.2
-0.1 -0.3 0.1
0.5 -0.1 0.0
0.0 -0.4 0.6
-0.6 -1.7 0.2
0.4 1.3 -0.7
0.0 0.2 0.2
-0.3 -0.2 -0.2
-0.1 -0.4 -0.1
0.2 -0.3 0.0
-0.2 0.2 0.2
1.7 0.8 -0.8
-1.5 -0.6 0.6
0.0 -0.4 0.0
0.3 0.2 0.0
-0.1 -0.8 0.0
0.3 0.2 -0.1
-0.8 0.5 -0.1
0.4 -0.3 0.2
0.1 -0.1 0.0
-0.1 -0.4 0.1
-0.4 0.2 0.1
-0.2 0.8 -0.3

No. 2
DFT (ωB97M-V/def2-TZVPD) results for a structure of composition C23H41N2P3SW at a distorted geometry.

Values from the calculation:
HOMO level (alpha / beta): -20.69 / -21.01 eV
charge: +4
ΔE to the lowest compared entry with this formula, charge and spin: 0.0 kcal per mole
2S+1: 3
DFT total energy: -2498.158283 Ha

Each line ends with the Mulliken charge.
Positions of all 71 atoms, in Å:
W (-0.0944, 0.6286, 0.8476)  0.908
P (2.2842, -0.3241, 0.4805)  0.768
P (-0.0956, 1.2968, -1.6335)  1.019
P (-0.3342, -1.4165, 2.1785)  1.112
H (-2.6305, 1.3381, 0.1868)  0.393
C (-2.1113, 0.7359, 0.9337)  -0.334
C (-1.5323, 1.5531, 2.1047)  -1.256
H (-1.7314, 2.6351, 2.0022)  0.388
C (2.4131, -1.7032, -0.7144)  -1.009
C (3.4409, 0.9213, -0.1837)  -1.370
C (3.2293, -0.8708, 1.9485)  -1.160
C (-1.5839, 2.2097, -2.2237)  -1.400
C (1.1732, 2.5169, -2.2642)  -1.493
C (0.1135, 0.0339, -2.9630)  -1.666
C (-1.9828, -2.0693, 2.6760)  -1.381
C (0.4102, -1.1860, 3.8570)  -1.361
C (0.4178, -3.0270, 1.6872)  -1.593
H (-2.6984, -0.1338, 1.2459)  0.521
H (-1.7685, 1.2097, 3.1276)  0.455
H (3.4373, -2.1046, -0.6707)  0.483
H (2.2039, -1.3421, -1.7268)  0.273
H (1.7021, -2.5035, -0.4827)  0.223
H (4.4664, 0.6260, 0.0847)  0.624
H (3.2391, 1.9075, 0.2524)  0.187
H (3.3574, 0.9773, -1.2757)  0.521
H (4.2627, -1.0653, 1.6185)  0.612
H (2.8160, -1.7850, 2.3891)  0.322
H (3.2426, -0.0837, 2.7154)  0.202
H (-1.9331, 1.7895, -3.1793)  0.495
H (-1.3200, 3.2652, -2.3854)  0.457
H (-2.4076, 2.1721, -1.5046)  0.281
H (1.3344, 2.3704, -3.3459)  0.474
H (2.1408, 2.4141, -1.7630)  0.192
H (0.8173, 3.5439, -2.1048)  0.577
H (-0.1303, 0.4901, -3.9376)  0.550
H (-0.5486, -0.8245, -2.7977)  0.320
H (1.1513, -0.3196, -3.0120)  0.494
H (-1.8298, -2.9689, 3.2908)  0.540
H (-2.5718, -2.3573, 1.7976)  0.234
H (-2.5402, -1.3367, 3.2709)  0.429
H (0.7803, -2.1515, 4.2343)  0.410
H (-0.3626, -0.8179, 4.5439)  0.511
H (1.2467, -0.4783, 3.8766)  0.271
H (0.1868, -3.7771, 2.4616)  0.561
H (1.5078, -2.9720, 1.5893)  0.424
H (-0.0225, -3.3587, 0.7369)  0.387
C (-3.4030, -2.1531, -2.5405)  0.383
C (-2.9721, -3.3734, -3.0745)  -0.252
C (-3.2397, -3.6598, -4.4153)  -0.589
C (-3.8245, -2.6762, -5.2213)  -0.245
C (-4.0037, -1.3821, -4.7537)  -0.648
C (-3.7457, -1.0910, -3.4104)  -0.152
S (-3.1813, -1.8458, -0.8535)  -0.207
H (-4.0138, -2.3778, 0.0024)  0.292
H (-2.4182, -4.0574, -2.4501)  0.478
H (-2.9778, -4.6219, -4.8309)  0.471
H (-4.0821, -2.9162, -6.2526)  0.458
H (-4.3472, -0.5750, -5.4133)  0.462
H (-3.7759, -0.0789, -3.0314)  0.587
N (3.3828, 1.5698, 5.3116)  -0.343
C (2.9792, 2.1099, 4.3509)  -0.447
C (2.4203, 2.7133, 3.1517)  0.064
C (2.9982, 3.7095, 2.3579)  -0.212
C (2.3482, 4.1558, 1.2173)  -1.162
C (1.1700, 3.5178, 0.8245)  -0.425
N (0.8126, 2.3902, 1.4701)  0.165
C (1.1737, 2.2299, 2.7784)  0.129
H (3.9229, 4.1619, 2.7246)  0.578
H (2.6912, 5.0241, 0.6272)  0.495
H (0.4823, 3.8458, 0.0338)  0.785
H (0.4585, 1.7229, 3.4274)  0.745

Force components x, y, z for each atom (eV/Å):
1.4 2.0 0.3
1.0 -0.5 -0.5
0.3 1.2 -2.3
-0.1 -2.7 2.4
0.0 -0.3 0.1
-1.7 0.6 1.3
-1.9 -1.0 -1.0
0.7 -0.5 0.2
0.0 -0.1 0.1
0.0 0.2 0.0
-0.2 -0.1 0.2
-0.5 0.0 0.4
0.4 0.1 0.6
0.0 -0.6 0.3
-0.3 0.4 -0.2
0.2 0.6 0.1
0.2 0.1 -0.6
0.1 0.4 -0.1
0.1 -0.1 -0.6
-0.3 0.1 -0.1
0.2 -0.1 0.3
0.3 0.2 -0.1
-0.3 0.1 -0.2
0.2 -0.3 -0.2
0.1 0.0 0.3
-0.4 0.0 0.1
0.2 0.3 0.0
0.1 -0.2 -0.2
0.2 0.1 0.3
-0.1 -0.4 0.1
0.1 0.1 -0.3
-0.3 -0.1 0.4
-0.3 0.1 -0.2
0.1 -0.3 -0.1
0.0 0.0 0.5
0.2 0.1 -0.1
-0.3 0.1 0.0
0.1 0.3 -0.2
0.2 0.0 0.3
0.1 -0.1 -0.1
-0.2 0.2 -0.2
0.1 -0.1 -0.2
-0.1 -0.2 0.0
-0.1 0.4 -0.2
-0.4 -0.1 0.0
0.2 0.0 0.2
0.2 -0.8 0.1
-0.4 -1.2 -1.7
0.8 -0.5 2.0
-0.4 -0.3 -1.2
-0.1 2.1 1.6
-0.3 0.3 -1.7
1.6 2.3 0.0
-1.2 -1.4 -0.2
-0.3 -0.3 0.1
0.0 -0.1 0.0
0.1 0.0 0.1
0.1 -0.5 0.2
-0.4 0.0 0.0
-1.0 1.2 -2.5
0.9 -0.3 2.0
-0.5 -0.4 0.9
0.9 0.0 0.5
-0.9 1.0 -0.5
1.0 -0.4 -0.3
-1.1 1.2 1.0
0.9 -0.5 -1.2
-0.1 -0.1 -0.4
-0.1 -0.5 0.6
0.9 -0.2 0.0
0.6 -0.4 -0.1

No. 3
DFT (ωB97M-V/def2-TZVPD) results for a cluster of 3 separate species, C23H41O12P2 in total at a distorted geometry.

Values from the calculation:
HOMO level: -4.65 eV
charge: -1
DFT total energy: -2486.747485 Ha

Each line ends with the Mulliken charge.
Positions of all 78 atoms, in Å:
C (-3.1431, -4.8384, 2.1848)  -1.722
C (-2.4780, -3.6776, 1.4844)  1.473
C (-1.2939, -3.8876, 0.7831)  -0.981
C (-0.7051, -2.8301, 0.1115)  -0.306
C (-1.2830, -1.5751, 0.1252)  -1.216
C (-2.4432, -1.3716, 0.8497)  -0.553
C (-3.0566, -2.4076, 1.5421)  0.723
C (-4.3163, -2.0998, 2.3172)  -1.410
C (-5.5892, -2.6946, 1.6716)  0.508
O (-5.2578, -3.0605, 0.3051)  -0.089
C (-5.9965, -4.0184, -0.2427)  -0.025
O (-6.3715, -5.0351, 0.2914)  -0.517
C (-6.7031, -1.5979, 1.6162)  0.140
O (-7.7003, -1.7989, 2.3331)  -0.761
O (-6.4595, -0.6471, 0.8445)  -0.716
H (-2.4284, -5.6156, 2.4534)  0.500
H (-3.7522, -4.5227, 3.0276)  0.255
H (-3.8365, -5.2965, 1.4711)  0.272
H (-0.8785, -4.8878, 0.7824)  0.380
H (0.2214, -2.9999, -0.4259)  0.487
H (-0.8169, -0.7731, -0.4323)  0.516
H (-2.8889, -0.3841, 0.8513)  0.568
H (-4.1903, -2.4795, 3.3342)  0.419
H (-4.4140, -1.0180, 2.3905)  0.203
H (-5.9169, -3.5439, 2.2645)  0.450
H (-6.2204, -3.8280, -1.3026)  0.370
O (-1.0936, 4.7313, 3.0901)  -0.793
P (-0.3425, 3.5387, 2.6523)  0.777
O (0.3906, 3.9749, 1.2611)  -0.196
C (1.2145, 5.1311, 1.2344)  -0.405
C (2.5357, 4.9202, 1.9521)  -0.925
O (-1.4235, 2.5022, 2.0927)  -0.116
C (-2.8326, 2.7281, 2.2621)  -0.236
C (-3.4108, 3.5021, 1.0959)  -1.115
O (0.6794, 2.3424, 3.0304)  -0.235
C (1.4957, 2.3420, 4.2106)  -0.267
C (0.8305, 2.9785, 5.4133)  -1.160
H (0.6773, 5.9827, 1.6614)  0.278
H (1.3965, 5.3523, 0.1821)  0.342
H (2.3822, 4.8262, 3.0308)  0.178
H (3.2071, 5.7635, 1.7845)  0.432
H (3.0213, 4.0083, 1.6021)  0.246
H (-3.0274, 3.2294, 3.2090)  0.391
H (-3.3050, 1.7475, 2.3158)  0.223
H (-2.7905, 4.3616, 0.8397)  0.304
H (-4.4173, 3.8494, 1.3291)  0.381
H (-3.4655, 2.8686, 0.2098)  0.272
H (2.4498, 2.8304, 3.9944)  0.262
H (1.7218, 1.2980, 4.4264)  0.315
H (0.5782, 4.0263, 5.2232)  0.349
H (1.4962, 2.9460, 6.2757)  0.395
H (-0.0936, 2.4561, 5.6646)  0.332
O (3.9384, -1.2252, -5.4406)  -0.795
P (3.7197, -0.8892, -4.0082)  1.103
O (5.2700, -0.9836, -3.4528)  -0.367
C (6.2652, -0.1357, -4.0003)  -0.340
C (6.1102, 1.3059, -3.5479)  -0.934
O (3.0952, -2.2655, -3.4304)  -0.269
C (2.5873, -3.2805, -4.2968)  -0.314
C (3.6631, -4.2799, -4.6754)  -1.053
O (3.2342, -0.1468, -2.6331)  -0.329
C (2.6656, 1.1709, -2.5979)  -0.203
C (1.8030, 1.4865, -3.8002)  -1.191
H (6.2523, -0.1988, -5.0926)  0.267
H (7.2242, -0.5288, -3.6604)  0.345
H (5.2157, 1.7587, -3.9872)  0.190
H (6.9695, 1.9039, -3.8546)  0.433
H (6.0138, 1.3585, -2.4629)  0.230
H (2.1321, -2.8374, -5.1817)  0.323
H (1.7918, -3.7844, -3.7468)  0.353
H (4.5827, -3.7809, -4.9787)  0.274
H (3.3234, -4.9178, -5.4927)  0.356
H (3.9087, -4.9158, -3.8234)  0.285
H (3.4638, 1.9104, -2.4886)  0.181
H (2.0635, 1.2247, -1.6906)  0.353
H (2.3804, 1.4266, -4.7311)  0.360
H (1.3964, 2.4944, -3.7235)  0.408
H (0.9741, 0.7813, -3.8768)  0.336

Force components x, y, z for each atom (eV/Å):
-0.2 0.0 -0.8
-0.1 -0.3 0.6
-0.5 0.4 0.2
0.5 -0.4 -0.3
0.1 -0.1 0.0
0.0 0.2 -0.2
0.2 0.4 0.0
0.3 -0.3 -0.2
0.4 0.6 0.7
-0.6 -0.1 -0.1
0.0 -0.6 0.1
0.0 0.4 0.0
-0.3 0.1 -0.3
0.1 -0.1 0.2
0.1 0.0 0.1
0.0 0.1 0.2
0.2 -0.1 0.2
-0.1 0.0 0.1
0.2 0.0 -0.1
0.0 0.1 -0.1
0.0 0.1 0.1
-0.1 0.0 0.1
-0.2 0.0 0.0
-0.1 0.0 -0.1
-0.1 -0.3 -0.4
0.3 0.2 0.0
1.5 0.0 2.3
-1.9 -1.4 -5.0
0.2 -0.1 0.5
0.1 0.2 -0.1
0.0 -0.1 0.1
0.1 -0.1 0.4
-0.4 0.1 -0.2
0.1 0.0 -0.2
0.1 1.5 2.0
0.4 -0.2 0.3
-0.2 0.1 -0.1
0.0 0.0 0.0
-0.1 -0.1 0.0
0.0 0.1 0.0
0.0 0.0 0.0
0.0 0.0 0.0
0.1 0.1 0.0
0.2 -0.1 0.0
0.0 0.1 0.2
0.0 0.0 0.0
0.0 0.0 0.0
-0.1 0.0 -0.1
-0.1 0.0 -0.2
0.0 0.0 0.0
0.0 -0.1 0.0
0.0 0.0 0.0
-1.7 3.0 -0.8
3.4 -5.6 3.1
-0.3 0.4 0.0
0.2 0.0 -0.1
-0.1 0.0 0.0
-0.5 0.4 0.0
0.1 -0.3 -0.2
0.1 -0.1 0.1
-1.2 2.0 -2.2
-0.2 0.4 0.3
0.0 -0.2 -0.1
0.0 0.0 0.0
0.0 -0.1 0.1
0.0 0.0 0.0
0.0 0.0 0.0
0.0 0.0 0.0
0.1 0.1 0.0
0.0 0.1 0.1
-0.1 0.1 -0.1
0.0 0.0 0.0
0.0 0.0 0.0
0.1 -0.1 -0.1
0.0 -0.2 0.0
0.0 0.1 0.0
0.0 0.0 0.0
0.0 0.0 0.0